C5H10O as an isolated structure. Source: the OMol25 dataset; level of theory: ωB97M-V/def2-TZVPD.

Properties
* HOMO energy: -7.687 eV
* orbital gap: 8.589 eV

The geometry in XYZ format:
```
16
Properties=species:S:1:pos:R:3:forces:R:3:lowdin_charge:R:1
C 0.530190 -1.172418 -2.382487 -0.166 -0.063 -0.203 -0.08
O 1.428329 -0.900345 -1.312919 0.113 0.016 0.106 -0.20
C 0.951673 -0.865132 -0.072310 -0.242 0.012 -0.116 -0.05
C -0.695927 0.678126 2.612160 -0.021 0.029 -0.086 -0.01
C -1.022295 0.816618 1.324549 0.050 -0.058 0.080 -0.26
C -0.039263 1.131909 0.268595 -0.200 0.122 -0.050 -0.13
H 1.131905 -1.483634 -3.238505 -0.108 0.046 0.108 0.09
H -0.031276 -0.265619 -2.637727 0.075 -0.127 0.039 0.09
H -0.169437 -1.970711 -2.107938 0.112 0.114 -0.023 0.09
H -0.067662 -1.282992 0.003124 0.117 0.042 0.024 0.07
H 0.321918 0.850106 2.958359 -0.145 -0.005 -0.061 0.06
H -1.427842 0.394322 3.362508 0.083 0.042 -0.139 0.05
H -2.046098 0.609327 1.011903 0.152 0.005 0.039 0.10
H -0.445195 1.241189 -0.736719 0.059 -0.040 0.181 0.07
H 0.961712 0.243393 0.448992 0.137 0.042 0.101 0.02
H 0.619268 1.975862 0.498414 -0.017 -0.175 -0.003 0.10
```
Positions in Å, forces in eV/Å.

A single C5H10O molecule in a non-equilibrium geometry. Source: the OMol25 dataset; level of theory: ωB97M-V/def2-TZVPD.

Properties
* HOMO energy: -9.803 eV
* orbital gap: 10.803 eV
* structure (SMILES): OCC1CCC1

The geometry in XYZ format:
```
16
Properties=species:S:1:pos:R:3:forces:R:3:lowdin_charge:R:1
O 1.746442 0.172196 1.521874 -0.014 0.263 -0.052 -0.05
C 1.678320 -0.359989 0.227028 0.957 1.027 -1.572 -0.26
C 0.291857 -0.555764 -0.304846 -0.006 0.210 -0.078 -0.37
C -1.085855 -0.757432 0.377317 0.136 -0.221 0.085 -0.14
C -1.670054 0.362177 -0.532470 0.241 0.119 -0.379 -0.13
C -0.147153 0.837528 -0.710830 1.094 0.317 -0.330 -0.17
H 0.971032 0.731626 1.671467 0.244 -0.075 -0.072 0.08
H 2.027229 0.465526 -0.722559 0.289 -2.184 2.856 0.15
H 2.351824 -1.221407 0.214814 -0.153 0.152 -0.092 0.11
H 0.371596 -1.203136 -1.190208 -0.204 0.216 0.078 0.15
H -1.085091 -0.472746 1.437036 0.007 -0.029 -0.211 0.11
H -1.511009 -1.758731 0.271521 -0.040 0.181 0.097 0.10
H -2.158721 -0.040996 -1.421977 0.212 0.018 0.000 0.09
H -2.376400 1.045796 -0.033251 0.494 -0.032 -0.341 0.10
H -0.013595 1.537915 0.129344 0.145 -0.228 0.006 0.10
H 0.786287 1.151317 -1.414934 -3.401 0.265 0.004 0.13
```
Positions in Å, forces in eV/Å.

A single C5H10O molecule. Source: the OMol25 dataset; level of theory: ωB97M-V/def2-TZVPD.

Properties
* HOMO energy: -9.713 eV
* orbital gap: 10.743 eV
* structure (SMILES): CC[C@@H](C)C=O

The geometry in XYZ format:
```
16
Properties=species:S:1:pos:R:3:forces:R:3:lowdin_charge:R:1
C -0.808215 -1.549130 1.071111 -0.023 -0.057 0.003 -0.11
C -0.287185 -0.114927 0.977833 0.023 0.052 0.010 -0.24
C -0.126095 0.381623 -0.462177 0.000 -0.060 0.039 -0.35
C 0.487695 1.799656 -0.565001 0.010 0.089 0.002 -0.06
C 0.760863 -0.512585 -1.301628 0.260 -0.199 0.116 -0.25
O 1.576900 -1.293548 -0.874175 -0.329 0.327 -0.187 0.06
H -0.092055 -2.245305 0.627675 -0.137 0.075 0.083 0.06
H -0.959862 -1.845279 2.113838 -0.002 0.072 -0.134 0.07
H -1.765646 -1.664275 0.548824 0.105 0.045 0.071 0.08
H -0.969600 0.565674 1.504183 0.124 -0.057 -0.088 0.11
H 0.681145 -0.045728 1.487239 -0.094 -0.011 -0.089 0.11
H -1.110552 0.396001 -0.952951 0.152 -0.051 0.018 0.14
H 1.082275 2.027105 0.325582 -0.068 -0.098 -0.123 0.08
H 1.158869 1.887917 -1.428396 -0.144 0.018 0.089 0.08
H -0.277794 2.571553 -0.672597 0.053 -0.108 0.091 0.08
H 0.649257 -0.358751 -2.399361 0.070 -0.038 0.099 0.13
```
Positions in Å, forces in eV/Å.

A single C5H10O molecule. Source: the OMol25 dataset; level of theory: ωB97M-V/def2-TZVPD.

Properties
* HOMO energy: -8.508 eV
* orbital gap: 9.247 eV

The geometry in XYZ format:
```
16
Properties=species:S:1:pos:R:3:forces:R:3:lowdin_charge:R:1
C -1.685092 0.885456 -1.063567 -0.041 0.046 -0.068 -0.11
C -0.882462 -0.201170 -0.360023 -0.030 -0.062 0.022 -0.27
C 0.623192 0.050308 -0.445730 -0.012 0.041 0.027 -0.21
C 1.433735 -0.916177 0.405793 0.114 0.041 -0.181 -0.18
O 0.826253 -1.089638 1.723863 -0.055 0.135 0.390 -0.20
C 0.717038 -0.114236 2.569921 0.284 -0.093 -0.357 0.04
H -1.449329 0.923535 -2.132748 -0.048 0.021 0.116 0.07
H -2.760300 0.712433 -0.957173 0.142 0.030 -0.049 0.07
H -1.460663 1.869596 -0.634726 -0.043 -0.142 -0.074 0.08
H -1.109545 -1.185707 -0.789772 0.001 0.123 0.047 0.12
H 0.960192 -0.048902 -1.486351 0.004 0.025 0.169 0.12
H 0.846066 1.083368 -0.147789 -0.073 -0.153 -0.003 0.11
H 2.465359 -0.578741 0.552841 -0.165 -0.041 -0.023 0.12
H 1.440842 -1.921577 -0.021638 -0.007 0.122 0.066 0.12
H -1.184549 -0.251941 0.691778 0.005 0.035 -0.189 0.10
H 1.219265 0.783393 2.095320 -0.076 -0.129 0.105 0.01
```
Positions in Å, forces in eV/Å.

A 3-piece molecular cluster, C5H10O overall in a non-equilibrium geometry. Source: the OMol25 dataset; level of theory: ωB97M-V/def2-TZVPD.

Properties
* HOMO energy: -7.650 eV
* orbital gap: 7.427 eV

The geometry in XYZ format:
```
16
Properties=species:S:1:pos:R:3:forces:R:3:lowdin_charge:R:1
C -1.679128 0.432210 -0.878044 0.010 0.087 -0.105 -0.12
C -0.739902 -0.484536 -0.144569 0.089 0.041 -0.057 -0.34
C -0.742293 -0.506457 1.273306 0.324 0.135 -0.307 -0.04
C 0.929007 0.710470 0.108789 -0.532 -0.022 0.056 -0.43
O 0.816913 1.835402 -0.310241 -0.517 -0.859 0.522 0.04
C 2.071522 -0.253290 -0.244689 -0.268 -0.197 0.209 -0.03
H -1.186382 0.755729 -1.800429 -0.188 0.104 -0.010 0.07
H -1.887622 1.337435 -0.295274 0.066 -0.164 -0.079 0.08
H -2.639319 -0.028307 -1.145474 0.183 -0.007 0.069 0.07
H -0.541488 -1.445260 -0.624587 0.352 0.313 -0.044 0.11
H 0.441636 0.566280 1.538324 0.389 -0.488 -0.606 0.16
H -0.306411 -1.357379 1.804188 0.185 0.302 -0.257 0.08
H -1.603202 -0.105862 1.829344 0.757 0.603 -0.129 0.09
H 1.914774 -1.222590 0.214437 0.047 -0.072 0.061 0.07
H 2.082074 -0.368848 -1.340306 -0.307 0.070 0.395 0.09
H 3.069819 0.134999 0.015220 -0.591 0.155 0.280 0.09
```
Positions in Å, forces in eV/Å.

A single C5H10O molecule. Source: the OMol25 dataset; level of theory: ωB97M-V/def2-TZVPD.

Properties
* HOMO energy: -10.059 eV
* orbital gap: 11.057 eV
* structure (SMILES): OCC1CCC1

The geometry in XYZ format:
```
16
Properties=species:S:1:pos:R:3:forces:R:3:lowdin_charge:R:1
O 2.700319 0.093728 0.345984 0.055 0.336 0.036 -0.06
C 1.465113 -0.555388 0.552786 -0.306 -0.235 0.052 -0.26
C 0.352654 -0.177305 -0.404708 0.146 -0.085 -0.042 -0.31
C -0.945178 -0.952509 -0.111098 -0.064 -0.186 0.033 -0.16
C -1.756066 0.348965 -0.303416 -0.189 0.044 -0.020 -0.17
C -0.432997 1.155208 -0.266937 0.066 0.155 0.039 -0.14
H 2.587208 1.015160 0.604930 0.114 -0.044 -0.088 0.09
H 1.655172 -1.627289 0.418481 0.044 0.132 0.072 0.13
H 1.107907 -0.420377 1.588807 0.104 0.026 -0.148 0.12
H 0.696012 -0.315544 -1.435846 -0.032 -0.030 0.128 0.14
H -0.968880 -1.287428 0.933674 -0.008 0.022 -0.157 0.11
H -1.145768 -1.816934 -0.750009 -0.151 0.182 0.056 0.11
H -2.265424 0.408097 -1.269726 0.116 -0.024 0.119 0.10
H -2.481271 0.579718 0.482117 0.074 -0.034 -0.150 0.10
H -0.274979 1.670236 0.688749 0.018 -0.147 -0.094 0.11
H -0.293819 1.881664 -1.073795 0.013 -0.112 0.165 0.10
```
Positions in Å, forces in eV/Å.

C5H10O2 as an isolated structure. Source: the OMol25 dataset; level of theory: ωB97M-V/def2-TZVPD.

Properties
* HOMO energy: -9.858 eV
* orbital gap: 10.908 eV

The geometry in XYZ format:
```
17
Properties=species:S:1:pos:R:3:forces:R:3:lowdin_charge:R:1
C -2.128474 -0.543840 0.418963 -0.022 -0.027 0.034 -0.04
C -1.100424 0.237012 -0.394466 -0.041 -0.235 -0.152 -0.40
O -0.997807 1.574417 0.058178 0.093 0.026 0.243 -0.03
C 0.258254 -0.443718 -0.345968 -0.196 -0.049 -0.207 -0.30
C 1.494133 0.330571 -0.822789 0.022 0.087 -0.107 -0.08
C 2.067586 -0.067881 0.540329 0.336 0.069 0.037 -0.17
O 0.769184 -0.478956 1.006315 -0.058 -0.046 0.118 -0.10
H -3.096827 -0.037149 0.386013 0.137 -0.066 -0.005 0.08
H -2.249468 -1.563825 0.035930 0.024 0.158 0.029 0.08
H -1.803546 -0.609793 1.463464 -0.043 0.004 -0.143 0.08
H -1.417508 0.297484 -1.443223 0.053 -0.007 0.110 0.15
H -0.558416 1.522151 0.920229 -0.108 0.092 -0.065 0.10
H 0.192759 -1.460514 -0.760727 -0.028 0.113 0.065 0.15
H 2.008356 -0.032060 -1.714533 -0.085 0.027 0.134 0.11
H 1.284066 1.399784 -0.905297 0.076 -0.172 -0.011 0.11
H 2.502472 0.712854 1.173032 -0.074 -0.084 -0.112 0.12
H 2.755099 -0.922698 0.493681 -0.086 0.109 0.032 0.12
```
Positions in Å, forces in eV/Å.

A single C5H10O2 molecule. Source: the OMol25 dataset; level of theory: ωB97M-V/def2-TZVPD.

Properties
* HOMO energy: -9.528 eV
* orbital gap: 10.385 eV
* structure (SMILES): OC[C@H]1CCOC1

The geometry in XYZ format:
```
17
Properties=species:S:1:pos:R:3:forces:R:3:lowdin_charge:R:1
O -0.638925 -2.411096 -0.877739 -0.105 -0.219 -0.087 -0.05
C -1.118215 -1.092379 -0.711915 -0.108 0.467 0.058 -0.25
C -0.233642 -0.310532 0.238410 -0.036 0.020 0.067 -0.30
C 1.207235 0.025224 -0.163386 0.018 -0.038 -0.079 -0.12
C 1.512462 1.203261 0.776135 0.306 -0.110 -0.033 -0.19
O 0.263632 1.821324 1.082192 -0.004 0.113 0.047 -0.13
C -0.765092 1.106898 0.430038 -0.282 -0.064 -0.078 -0.19
H -1.349839 -2.925993 -1.278877 0.259 0.006 0.050 0.09
H -1.181580 -0.563213 -1.677590 0.075 -0.119 0.094 0.13
H -2.131074 -1.102315 -0.276182 0.134 -0.023 -0.129 0.13
H -0.214640 -0.835843 1.202714 -0.058 0.114 -0.075 0.16
H 1.915535 -0.798908 -0.043880 -0.158 0.094 -0.002 0.12
H 1.236505 0.352659 -1.210959 -0.027 -0.067 0.132 0.12
H 2.180146 1.948330 0.328478 -0.069 -0.136 0.019 0.12
H 1.966208 0.859614 1.715584 -0.057 0.031 -0.142 0.12
H -0.970107 1.550719 -0.561461 -0.027 -0.045 0.160 0.13
H -1.678609 1.172250 1.028437 0.138 -0.025 -0.001 0.13
```
Positions in Å, forces in eV/Å.

A single C5H10O2 molecule. Source: the OMol25 dataset; level of theory: ωB97M-V/def2-TZVPD.

Properties
* HOMO energy: -9.802 eV
* orbital gap: 10.634 eV
* structure (SMILES): C[C@@H](O)CCC=O

The geometry in XYZ format:
```
17
Properties=species:S:1:pos:R:3:forces:R:3:lowdin_charge:R:1
C 0.636812 -1.699516 1.455625 0.035 -0.016 0.053 -0.06
C 0.386949 -0.828544 0.232067 0.162 0.156 0.280 -0.47
O -0.426763 -1.592368 -0.630431 -0.007 0.033 -0.244 -0.05
C -0.318198 0.466859 0.661728 -0.076 -0.035 0.048 -0.15
C -0.459396 1.638618 -0.328051 -0.022 -0.039 -0.027 -0.14
C -0.461059 1.457859 -1.824630 0.040 -0.228 -0.157 -0.23
O -0.303576 0.442043 -2.466880 -0.109 0.450 0.360 0.05
H 1.304845 -1.210474 2.171999 -0.068 -0.061 -0.114 0.08
H -0.316121 -1.911928 1.955477 0.140 0.043 -0.081 0.09
H 1.075448 -2.653837 1.151753 -0.035 0.145 0.032 0.08
H 1.350356 -0.591250 -0.253534 -0.162 -0.048 0.062 0.15
H -0.483032 -1.091275 -1.460251 -0.020 -0.133 0.040 0.05
H -1.316922 0.156192 0.985947 0.069 0.031 -0.016 0.12
H 0.186345 0.869407 1.549961 -0.078 -0.113 -0.128 0.12
H 0.317473 2.398899 -0.157564 -0.021 -0.111 -0.051 0.12
H -1.393935 2.172931 -0.103467 0.130 0.038 -0.103 0.12
H -0.611820 2.416656 -2.366476 0.024 -0.112 0.045 0.12
```
Positions in Å, forces in eV/Å.

A 2-piece molecular cluster, C5H10O2 overall. Source: the OMol25 dataset; level of theory: ωB97M-V/def2-TZVPD.

Properties
* HOMO energy: -9.417 eV
* orbital gap: 10.353 eV
* structure (SMILES): C=C=C(C)C.OO

The geometry in XYZ format:
```
17
Properties=species:S:1:pos:R:3:forces:R:3:lowdin_charge:R:1
C 0.478382 0.890760 -2.362822 0.043 0.236 -0.345 0.02
C 0.361931 0.115700 -1.330855 0.008 -0.150 0.087 -0.10
C 0.247301 -0.666483 -0.295576 -0.026 -0.163 0.246 -0.37
C 1.362031 -0.843752 0.698038 0.085 0.131 -0.106 -0.05
C -1.018041 -1.423385 -0.000955 -0.066 0.095 -0.152 -0.05
H 0.846168 0.524723 -3.309444 0.063 -0.127 -0.108 0.06
H 0.214372 1.937206 -2.328190 -0.063 0.154 0.085 0.06
H 2.240693 -0.273774 0.406743 0.057 0.001 0.045 0.08
H 1.631668 -1.896631 0.771245 0.025 -0.086 0.022 0.08
H 1.030460 -0.509690 1.680680 0.006 0.008 0.083 0.08
H -1.764784 -1.254075 -0.772629 -0.066 -0.028 0.008 0.08
H -0.807877 -2.490488 0.060012 0.006 -0.090 0.017 0.08
H -1.419352 -1.101775 0.959572 -0.050 -0.005 0.067 0.08
O -0.771204 2.134593 0.866039 -0.018 0.673 -0.493 -0.09
O -0.932057 1.364175 2.050089 0.035 -0.662 0.425 -0.09
H -0.428144 1.472321 0.237112 -0.074 -0.103 0.339 0.04
H -1.271547 2.020575 2.670939 0.036 0.117 -0.219 0.09
```
Positions in Å, forces in eV/Å.

Lowest unoccupied orbital energy across the listed records, respectively: 0.90; 1.00; 1.03; 0.74; -0.22; 1.00; 1.05; 0.86; 0.83; 0.94 eV.
Calculated total energy across the listed records, respectively: -271.5648; -271.6376; -271.7372; -271.6288; -271.5817; -271.7122; -346.9533; -346.9675; -346.9767; -346.8306 Eh.
ΔE to the lowest compared entry with this formula, charge and spin across the listed records, respectively: 117.9; 72.2; 9.7; 77.7; 107.2; 25.3; 45.3; 36.4; 30.6; 122.2 kcal/mol.